Density functional theory data (ωB97M-V/def2-TZVPD) for a structure of composition C54H47MnN5P2SiTe.

Element x y z (Å)
Te 1.0035 3.1343 2.2303
Mn 0.0248 0.1651 -0.2460
P 2.3549 0.5357 -0.3711
P -2.0158 0.8263 0.7496
Si -0.0030 2.4617 -0.8145
N -0.1497 -1.7452 -1.1656
N 1.0534 -3.4873 -1.6947
N 0.9432 -5.0912 -3.4754
N 0.2913 -5.3884 -5.5006
N 1.1552 -4.7955 -4.7868
C 3.9306 -1.2538 -3.6672
C 0.2752 -2.0213 -3.6041
C -4.1803 -0.1032 2.3023
C 4.0021 1.3224 1.7969
C -5.1238 0.8739 -2.6382
C -1.7378 5.3334 1.8562
C -3.2631 -0.1224 -1.4924
C -2.5078 -1.3733 4.1288
C -4.2192 1.9314 -0.6759
C 4.1306 -1.5960 -0.9127
C -0.7789 4.7332 1.0309
C 4.8377 -2.4265 -1.7720
C -1.9702 -0.7056 3.0401
C -5.1386 1.9082 -1.7142
C -4.7184 -0.7745 3.3901
C -4.1877 -0.1457 -2.5249
C -2.7977 3.1630 2.1694
C -1.6620 -6.9020 -4.9792
C 4.0052 0.1731 3.9150
C 2.7886 2.1966 -0.9624
C 4.4547 1.2070 3.1047
C -2.3159 -7.4872 -3.9227
C 0.1753 -2.4246 -0.0037
C 0.9253 -3.5049 -0.3184
C 0.3967 -2.3887 -2.1720
C 1.7696 -4.4921 -2.4862
C -2.7013 4.5519 2.4374
C 3.3250 -0.5864 -1.4286
C -0.8117 3.3363 0.7601
C -0.7244 2.3345 4.5719
C 3.0869 0.4010 1.2903
C -0.6744 4.8118 5.8462
C 4.3770 3.8391 -1.7053
C 1.7458 3.1295 -1.0419
C -3.2736 0.9161 -0.5607
C -0.1506 -5.9078 -3.3569
C -0.5604 -6.0968 -4.6708
C -1.3816 2.5061 5.7801
C 2.0575 4.4267 -1.4569
C -0.0499 3.4120 3.9959
C 4.0938 2.5438 -1.3047
C -0.8107 -6.4967 -2.2730
C -1.9041 2.5715 1.3305
C -0.0188 4.6538 4.6340
C 4.7417 -2.2567 -3.1458
C -1.8926 -7.2839 -2.5893
C 2.6399 -0.6339 2.1129
C -3.8854 -1.4053 4.3040
C -1.3541 3.7415 6.4121
C 3.1006 -0.7525 3.4155
C -2.7990 -0.0573 2.1265
C -0.9936 2.9998 -2.3099
C 3.2234 -0.4267 -2.8110
C 3.3591 4.7831 -1.7736
H 4.2356 -1.7196 0.1583
H -4.1773 -0.9567 -3.2406
H -1.0565 4.0856 -2.4044
H -1.8602 3.8722 7.3595
H -4.2447 2.7531 0.0280
H 4.3526 2.1431 1.1860
H 3.5824 5.7912 -2.0965
H 5.3877 4.1130 -1.9763
H -2.0028 2.5902 -2.3058
H 1.2726 5.1668 -1.5702
H 2.1436 -5.2350 -1.7811
H 1.9328 -1.3608 1.7300
H -2.5311 -0.9176 -1.4096
H 5.3083 -2.8941 -3.8118
H -1.9060 1.6731 6.2298
H -2.4356 -7.7712 -1.7904
H 0.5177 5.4847 4.1940
H -0.4809 -2.6342 -4.0983
H -1.8577 -1.8761 4.8322
H -1.7050 6.3957 2.0540
H 5.4836 -3.1942 -1.3661
H 5.1660 1.9258 3.4893
H -3.4272 5.0105 3.0975
H -0.0222 -0.9766 -3.6764
H -0.4951 -6.3580 -1.2477
H -1.9713 -7.0562 -6.0028
H -0.8909 -0.6874 2.9047
H -0.1665 -2.0150 0.9375
H 1.3593 -4.2855 0.2828
H -4.3115 -1.9323 5.1467
H 2.6077 -4.0252 -3.0001
H -3.1693 -8.1232 -4.1108
H -5.7916 -0.8128 3.5206
H -0.0322 5.3423 0.5356
H -5.8686 2.7015 -1.8015
H 3.8626 -1.1112 -4.7377
H -4.8402 0.3673 1.5833
H -0.7373 1.3701 4.0809
H 4.3651 0.0867 4.9312
H -0.6483 5.7676 6.3519
H -3.5979 2.5898 2.6218
H 4.8853 1.8040 -1.2707
H 2.6089 0.3687 -3.2212
H 2.7529 -1.5644 4.0407
H -0.4815 2.6218 -3.1981
H -5.8423 0.8620 -3.4465
H 1.2141 -2.1700 -4.1339

The strongest force on any atom is 0.7 eV Å⁻¹. The value obtained for the highest occupied orbital energy (alpha / beta) is -12.74 / -12.37 eV. The charge is +2. Its multiplicity is 4.

Löwdin population analysis, charges in e, atoms 1 to 2: Te 1.6147; Mn 0.2303

***

Density functional theory data (ωB97M-V/def2-TZVPD) for a structure of composition C54H48F3N3O6ReS4Si in a non-equilibrium geometry.

Element x y z (Å)
Re 0.2231 -0.0335 0.0639
S 0.9388 -2.3963 0.3818
S 0.7687 1.2710 -2.8175
S 2.3621 -2.2702 7.0418
S -1.6036 -1.4046 -1.5261
Si 4.1107 -4.0328 1.0661
F 0.9444 6.0287 4.1398
F 3.0465 5.7460 3.7119
F 2.1296 4.6964 5.3637
O 2.8322 -1.0160 7.6062
O -1.0925 1.0706 -0.0634
O 1.4334 -3.0103 7.8753
O 3.4010 -3.0680 6.4079
O -0.6533 1.3307 -3.2286
O -1.7315 -2.7844 -1.0198
N -0.8397 -0.4476 2.2630
N 1.0637 1.8307 1.5161
N 2.3820 -0.3457 -0.0409
C 1.4385 -0.3284 -3.2942
C -0.1048 -0.8639 3.4529
C 2.8349 -0.4776 -3.0950
C -3.0955 -0.5318 -1.0698
C 3.4422 -1.6598 -3.3663
C -2.6125 -1.2775 -7.4241
C 0.0011 -0.9743 -6.5064
C 1.3037 2.3539 -5.2769
C 5.0632 -3.8568 2.6594
C -1.8219 -1.4143 -3.3022
C 3.7691 -2.2529 0.4606
C 3.2951 -4.0239 -4.0505
C -4.5787 1.3253 -1.1658
C -3.4372 0.6934 -1.6230
C 3.4541 0.4280 -0.2514
C -2.3581 -1.3540 -6.0341
C 1.3644 -1.7281 5.6447
C 2.0173 3.1543 -6.1477
C 1.6931 2.3012 -3.9443
C 2.6809 -2.7751 -3.8031
C -1.0347 -1.1996 -5.5645
C 4.7230 -0.0702 -0.0989
C -1.5972 -1.0527 -8.3079
C 4.8587 -1.4130 0.2744
C 2.5491 -5.1035 -4.4276
C 2.5290 2.9466 3.0403
C -0.0168 -1.6314 5.7250
C 5.1748 -4.8137 -0.2630
C 0.5365 -3.7756 -4.3576
C -0.7570 -1.1990 4.6300
C 2.5106 -1.6626 0.2538
C 0.1845 2.8258 1.6671
C 1.6061 3.9680 3.1931
C 3.4658 3.8476 -4.3667
C 1.1537 -4.9760 -4.5715
C 2.5833 -5.0591 1.3348
C -0.7693 -1.2628 -4.1590
C -4.9971 -0.4633 0.3721
C 3.8876 4.7511 -6.6786
C -6.5859 1.4887 0.3460
C 1.9270 5.1201 4.1143
C -3.4001 -1.6043 -5.1048
C 3.1120 3.9042 -5.7093
C -3.8584 -1.1202 -0.0770
C 2.0083 -1.3965 4.4632
C 1.2853 -2.6362 -3.9732
C 2.7546 3.0525 -3.4767
C -5.3693 0.7655 -0.1610
C 2.2175 1.9027 2.1922
C 0.4145 3.9098 2.4980
C -3.1429 -1.6235 -3.7717
C -0.2753 -0.8970 -7.8417
C 0.6637 -1.3568 -3.7513
C 1.2741 -0.9680 3.3748
H 5.5837 0.5670 -0.2432
H 1.0192 -0.8572 -6.1572
H -7.3107 0.7959 0.7715
H -6.3110 2.1989 1.1289
H 5.8579 -1.8049 0.4356
H 0.5246 -0.7196 -8.5487
H -0.5371 -3.7009 -4.4636
H -5.6113 -0.9217 1.1380
H -7.0713 2.0530 -0.4497
H 4.3681 -4.1033 -3.9250
H -0.4990 -1.9217 6.6493
H 3.2193 5.3210 -7.3243
H 0.5635 -5.8389 -4.8503
H -1.5543 -1.1411 2.0493
H -1.8017 -0.9961 -9.3690
H 4.5089 -1.7788 -3.2195
H 3.0193 3.0325 -2.4258
H 2.9117 1.0839 2.0781
H -3.6319 -1.4006 -7.7685
H -2.8090 1.1447 -2.3794
H 6.1086 -4.2690 -0.4199
H 4.5434 5.4484 -6.1600
H 5.4363 -5.8350 0.0248
H 3.0842 -1.5108 4.4111
H 1.9904 -5.1907 0.4293
H 1.7582 -0.7693 2.4336
H 1.7229 3.2071 -7.1894
H -1.8386 -1.1367 4.6860
H 3.2571 1.4673 -0.4872
H -4.8636 2.2793 -1.5937
H -0.7284 2.7341 1.0940
H 4.2974 4.4418 -4.0083
H -4.4039 -1.7720 -5.4747
H 5.3174 -4.8447 3.0508
H 3.0236 -6.0589 -4.6086
H -3.9350 -1.8035 -3.0582
H 4.5075 4.1261 -7.3245
H 2.9209 -6.0440 1.6710
H 3.4656 2.9443 3.5801
H 0.4437 1.7832 -5.6067
H 3.4092 0.3336 -2.6618
H -0.3296 4.6866 2.5922
H -1.3383 0.4275 2.4007
H 4.6437 -4.8633 -1.2159
H 4.4759 -3.3487 3.4281
H 5.9979 -3.3064 2.5303
H -3.5806 -2.0947 0.3053
H 1.9377 -4.6450 2.1097

The strongest force on any atom is 1.4 eV Å⁻¹. The value obtained for the highest occupied orbital energy (alpha / beta) is -7.25 / -7.24 eV. As for the energy above the lowest of the compared OMol25 structures with the same formula, charge and spin: 0.00 kcal/mol. Its multiplicity is 4.

Löwdin population analysis, charges in e, atoms 1 to 2: Re 1.2965; S 0.6972

***

Density functional theory data (ωB97M-V/def2-TZVPD) for a cluster of 9 separate species, C54H49F5O8 in total in a non-equilibrium geometry.

Element x y z (Å)
F -4.5396 3.8720 -4.3317
F -1.1453 3.4239 7.2079
F -2.0702 -5.9753 -2.7860
F -1.9778 -1.6330 2.2436
F 0.3792 -0.1056 -3.2552
O -1.0075 -6.7126 8.1016
O 5.8188 1.0468 3.4963
O 2.3068 3.8975 -2.2220
O 1.0255 -5.7017 0.6937
O -0.2841 -4.0551 3.4337
O 2.4700 -2.1936 -3.2858
O 3.1244 1.2523 -1.2330
O -1.0292 7.0301 0.7316
C -0.4301 3.4401 6.1277
C 1.4188 4.6650 -1.5470
C 5.2001 1.0972 2.2996
C -1.1796 -4.6070 6.9220
C -4.6366 -3.6091 -4.1598
C -3.9236 -4.8469 -3.8540
C 3.5492 2.1719 0.9365
C 5.4026 0.1059 1.3432
C 1.5404 -4.8259 -0.2309
C 4.2650 2.1183 2.1283
C 0.3554 0.9034 -7.2100
C -2.5251 1.4912 -2.4709
C -0.7916 -5.9328 7.0218
C 1.1703 -5.0317 -1.5749
C -4.7734 1.5664 -1.4786
C 2.1126 -3.5469 0.1207
C 3.8138 1.2365 -0.0617
C -0.7161 5.0982 -0.5601
C -2.7380 -4.7861 -3.1312
C -4.1837 -2.3787 -3.7212
C -0.1054 4.1563 3.8154
C 1.5394 2.7939 4.9720
C -2.2650 -3.5755 -2.7287
C 0.0768 -0.4072 -6.8646
C -2.9976 -2.4020 -2.9792
C -0.0898 -5.9853 4.7029
C -5.1263 2.5761 -2.4697
C -0.2707 6.2477 -0.0076
C -0.7486 1.6209 1.1637
C -1.0070 -3.9685 5.6960
C 1.8967 5.8764 -1.0215
C 0.7568 1.8271 -6.2513
C -0.4768 -4.6331 4.6464
C 0.1165 4.3478 -1.3884
C 2.4441 -2.6072 -0.8996
C 0.0625 -0.8126 -5.5118
C -0.8895 4.1326 5.0100
C -0.4305 -1.1469 0.6629
C 0.1962 -0.2313 -0.1748
C 1.1228 3.4701 3.8276
C 0.7232 2.7026 6.0803
C 0.7056 1.4663 -4.9193
C -3.4646 1.0746 -1.5420
C -1.5077 0.6645 1.8498
C 1.0647 6.6112 -0.1059
C 2.1493 -2.9250 -2.2511
C -1.3437 -0.6747 1.5746
C 0.3456 0.1768 -4.5363
C -4.2194 2.9459 -3.4292
C 0.0599 1.1153 0.1519
C 4.6960 0.1820 0.1125
C 1.4568 -4.1118 -2.5296
C -0.2819 -6.6358 5.9215
C -2.9325 2.4252 -3.4224
H -1.8480 4.6288 5.0481
H -6.1186 2.9993 -2.5212
H -2.6225 -1.5003 -2.5180
H 3.0419 -1.7278 -0.7103
H -0.1860 -1.1052 -7.6457
H -0.4637 7.7657 0.9782
H 1.2463 -4.3886 -3.5521
H 2.8806 6.2422 -1.2756
H -0.8007 -3.2558 3.3077
H -1.6442 -4.0925 7.7501
H 0.4499 1.2755 -8.2194
H 1.0203 2.1609 6.9661
H 0.7483 -0.6260 -1.0150
H 1.0259 2.1038 -4.1085
H 0.5071 1.8049 -0.5487
H -0.0777 -1.8007 -5.0989
H 2.8989 3.0207 0.7852
H 2.3601 -3.3679 1.1566
H 0.5692 -5.8921 -1.8291
H -4.8088 -1.5361 -3.9774
H 6.0247 -0.7295 1.6288
H -2.3134 2.8021 -4.2230
H 1.7446 3.4115 2.9466
H -1.2449 -2.9219 5.5764
H -5.5223 -3.7777 -4.7543
H 3.1547 4.2986 -2.4267
H -5.4804 1.2445 -0.7283
H -3.0446 0.4562 -0.7626
H -1.4039 -3.4018 -2.1004
H -0.3994 4.6866 2.9217
H 4.1588 2.8231 2.9397
H -0.2121 -7.7065 6.0444
H -1.6057 -6.2668 8.7058
H -2.2729 1.0278 2.5198
H 5.6702 1.8648 3.9764
H -0.9564 2.6722 1.2982
H -1.5716 0.9845 -2.4941
H 4.8472 -0.6310 -0.5822
H 2.5058 2.3157 4.9107
H 3.0508 -1.4657 -3.0526
H 0.1339 -6.6136 3.8535
H 2.5825 2.0341 -1.3625
H -0.2816 3.4396 -1.8161
H -0.4236 -2.2017 0.4306
H -1.7828 4.9814 -0.4383
H -4.3290 -5.7871 -4.1976
H 1.1880 2.7950 -6.4602
H 0.8601 -5.3519 1.5722
H 1.4879 7.5372 0.2542

The strongest force on any atom is 4.1 eV Å⁻¹. The value obtained for the highest occupied orbital energy (alpha / beta) is -9.90 / -9.90 eV. The charge is +1. Its multiplicity is 2.

Löwdin population analysis, charges in e, atoms 1 to 2: F 0.0798; F 0.1129

***

Density functional theory data (ωB97M-V/def2-TZVPD) for a structure of composition C54H50ClIN7O3V in a non-equilibrium geometry.

Element x y z (Å)
I 3.7851 0.7449 2.4706
V 0.5528 0.4438 -0.3846
Cl 0.9234 3.0559 6.7425
O 2.7157 -2.1680 -1.3968
O 3.3661 2.2560 -0.6540
O 0.9242 1.5017 1.0742
N -1.4205 2.2307 2.2200
N 0.1620 -1.1436 0.9519
N 2.5646 0.0760 -0.9039
N 4.1874 0.8541 -2.2755
N 0.5714 1.9328 -1.9682
N 0.0958 -0.7313 -2.0310
N -1.6026 0.5006 -0.1824
C -3.4505 -0.4651 0.9667
C 2.0156 2.0265 4.5159
C 3.0436 -1.6838 -6.5099
C -0.2951 2.2374 2.9771
C -1.5406 3.0741 4.8714
C -2.3358 4.8482 -0.3198
C -2.4519 1.2222 -0.9064
C -3.8187 1.1592 -0.7204
C -2.5855 5.0192 -2.7021
C 1.0943 -1.9598 1.4380
C 3.3690 1.1780 -1.2092
C 3.1455 -0.3465 -6.1653
C -0.7249 -3.7616 4.2494
C 8.0526 -2.0467 -1.2385
C -0.3123 2.6368 4.3299
C -6.2454 -0.7749 1.5281
C 0.1795 -0.0308 -3.2144
C 3.3302 -2.6589 -5.5618
C 7.0143 -1.9367 -0.3234
C -0.1787 -5.1726 4.0015
C -2.6603 3.0659 4.0931
C -3.0954 5.2095 -1.4247
C -6.3658 1.6180 0.8522
C 2.0343 1.6217 3.1566
C 0.7603 3.3850 -1.9337
C -0.4393 -2.8682 3.0465
C -4.3517 0.3028 0.2367
C 0.8282 -2.8342 2.4750
C -1.4061 -2.0290 2.4981
C -1.3251 4.4625 -2.8700
C 4.1969 -0.5784 -2.5063
C 5.5289 -1.1850 -2.0708
C 0.9262 1.7761 2.3520
C -0.5638 4.0854 -1.7688
C 7.8267 -1.7342 -2.5694
C -0.1403 -2.0101 -2.3641
C -2.0905 -0.3393 0.7370
C 5.7630 -1.5101 -0.7367
C -0.0181 -3.1461 5.4659
C 3.5219 0.0157 -4.8776
C -5.8607 0.2276 0.4419
C -6.5264 -0.1936 -0.8742
C 3.8152 -0.9544 -3.9300
C -0.2206 -2.1563 -3.7477
C 0.8923 2.5406 5.0780
C 3.7189 -2.2982 -4.2837
C 0.4191 1.3684 -3.1205
C 6.5721 -1.3062 -2.9814
C -0.0121 -0.8844 -4.2961
C -1.0817 -1.1918 1.4439
C -2.2217 -3.8655 4.5426
C -2.5445 2.6183 2.7603
C 3.0608 -1.0104 -1.5452
C -1.0775 4.2921 -0.4932
H -7.6100 -0.2214 -0.7472
H 1.4229 3.6142 -1.0999
H -0.1652 -3.7798 6.3424
H -2.0125 1.8739 -1.6482
H -0.4923 3.9927 0.3661
H -6.2089 2.3528 0.0621
H -2.7231 4.9998 0.6800
H 2.0647 -1.8969 0.9644
H -0.4287 -5.8132 4.8484
H 2.9142 1.9289 5.1086
H -5.8536 1.9720 1.7489
H 3.2490 -3.7066 -5.8215
H -4.0767 5.6475 -1.2920
H 0.4780 1.9588 -4.0376
H -0.4136 -2.1539 5.6896
H -5.9146 -1.7856 1.2831
H -2.7805 -4.2210 3.6747
H -0.6115 -5.6134 3.1020
H -3.4227 2.5868 2.1198
H -2.6436 -2.9103 4.8589
H -2.3818 -4.5750 5.3549
H 8.6269 -1.8253 -3.2925
H -0.9292 4.3169 -3.8689
H 1.0541 -3.0475 5.2923
H -6.3012 0.5011 -1.6830
H 0.0141 -0.6129 -5.3391
H 6.4000 -1.0723 -4.0250
H 9.0316 -2.3747 -0.9144
H -2.4069 -2.0174 2.8978
H 4.9580 -1.4378 -0.0156
H -0.3853 -3.0777 -4.2811
H 1.6291 -3.4646 2.8330
H 2.7415 -1.9684 -7.5096
H -5.8304 -0.5012 2.5001
H 5.0107 1.4183 -2.4124
H -7.4350 1.5775 1.0659
H 7.1815 -2.1844 0.7169
H -3.8042 -1.1671 1.7038
H 3.9320 -3.0580 -3.5436
H 2.9276 0.4219 -6.8967
H -6.1924 -1.1858 -1.1813
H -4.4492 1.7882 -1.3333
H -7.3309 -0.7996 1.6283
H 3.5823 1.0602 -4.6025
H -0.2118 -2.7762 -1.6065
H -3.6185 3.3854 4.4798
H 1.2593 3.7058 -2.8536
H 0.9052 -5.1826 3.8940
H -1.5758 3.4027 5.9012
H -3.1671 5.3126 -3.5667

The strongest force on any atom is 1.1 eV Å⁻¹. The value obtained for the highest occupied orbital energy (alpha / beta) is -7.32 / -7.39 eV. As for the energy above the lowest of the compared OMol25 structures with the same formula, charge and spin: 12.34 kcal/mol. Its multiplicity is 3.

Löwdin population analysis, charges in e, atoms 1 to 2: I 1.0192; V 0.9673